No. 1
C5H13NO2 | ωB97M-V with the def2-TZVPD basis set

Results
**Spin multiplicity**: 1
**Charge**: 0
**Largest force on an atom**: 3.177 eV Å⁻¹
**HOMO-LUMO gap**: 0.344 Ha
**Relative energy (zero: lowest compared OMol25 entry of this formula, charge and spin)**: 291.2 kJ/mol

CARTESIAN COORDINATES (ANGSTROEM)
C -1.254 0.972 -0.679
C -2.242 1.978 -1.091
C 0.160 0.815 -1.320
O 0.440 1.247 -2.383
O 0.946 0.118 -0.551
H -1.152 1.163 0.404
H -1.513 -0.149 -0.729
H -2.052 3.047 -0.873
H -3.235 1.668 -0.742
H -2.281 1.993 -2.174
C 0.932 -1.669 1.113
C 0.357 -2.634 2.170
N 0.800 -0.250 1.628
H 2.030 -1.791 1.021
H 0.332 -1.806 0.123
H -0.422 -2.095 2.704
H 1.001 -2.802 2.996
H 1.343 -0.090 2.496
H 1.316 0.452 0.618
H -0.167 -0.029 1.803
H 0.133 -3.635 1.841

Force components x, y, z for each atom (eV/Å):
1.594 -2.020 1.665
-1.194 0.583 -1.987
-0.957 0.648 2.413
0.277 0.900 -2.473
1.544 1.124 -1.076
0.564 -0.416 -0.139
-0.693 1.620 -0.052
0.218 -0.781 0.580
0.115 0.407 0.035
-0.292 -0.098 -0.432
-0.665 -0.624 0.237
0.346 0.970 0.232
1.951 -0.041 1.353
-0.805 -0.253 -0.613
1.591 0.585 1.973
-0.968 -0.480 -0.440
1.346 -0.052 0.655
-0.652 -0.630 -0.354
-2.502 -1.684 -0.999
-0.176 0.286 -0.089
-0.643 -0.044 -0.487

No. 2
C4H4OS | ωB97M-V with the def2-TZVPD basis set

Results
**Spin multiplicity**: 1
**Charge**: 0
**Largest force on an atom**: 4.537 eV Å⁻¹
**Structure (SMILES)**: O=C=S.C#CC
**HOMO-LUMO gap**: 0.383 Ha
**Relative energy (zero: lowest compared OMol25 entry of this formula, charge and spin)**: 181.1 kJ/mol

CARTESIAN COORDINATES (ANGSTROEM)
C 1.319 -0.231 -0.798
C 0.113 -0.215 -0.988
C 0.794 -0.098 2.430
C -1.184 0.310 -1.187
O 1.841 -0.351 2.006
S -0.676 0.135 2.905
H 2.401 -0.583 -0.589
H -1.502 1.271 -0.800
H -1.776 -0.446 -0.767
H -1.330 0.209 -2.213

Force components x, y, z for each atom (eV/Å):
1.188 -1.870 0.131
4.075 1.682 1.072
0.457 -0.613 -0.712
-0.760 -0.559 0.297
-0.521 0.421 0.785
0.138 0.180 0.126
-2.625 1.025 -0.556
0.620 0.170 0.114
-1.765 -0.844 0.725
-0.807 0.409 -1.981

No. 3
C4H23N3O6 | ωB97M-V with the def2-TZVPD basis set

Results
**Spin multiplicity**: 1
**Charge**: 0
**Largest force on an atom**: 8.328 eV Å⁻¹
**Structure (SMILES)**: NCN[C@@H](CN)CO.O.O.O.O.O
**HOMO-LUMO gap**: 0.334 Ha
**Relative energy (zero: lowest compared OMol25 entry of this formula, charge and spin)**: 381.7 kJ/mol

CARTESIAN COORDINATES (ANGSTROEM)
C -0.566 -0.218 -1.792
N -1.713 -0.771 -0.995
C 0.717 -0.405 -1.040
C 2.018 -0.525 -2.082
O 2.180 -1.841 -2.416
N 1.071 0.672 -0.022
C 1.476 0.169 1.310
N 0.337 -0.045 2.240
H -0.436 -0.431 -2.873
H -0.804 0.937 -1.979
H -1.607 -0.479 0.035
H -2.544 -0.361 -1.141
H 0.620 -1.401 -0.517
H 1.846 0.076 -2.885
H 2.914 -0.239 -1.451
H 1.663 -2.039 -3.290
H 1.740 1.481 -0.333
H 2.362 -0.613 1.457
H 1.868 1.088 1.829
H -0.424 0.509 2.094
H 0.181 -0.954 2.180
H -3.305 1.256 1.148
H -3.238 2.497 2.093
O -3.736 1.672 1.867
H -2.113 -2.763 1.417
H -1.175 -2.941 0.356
O -1.299 -3.141 1.178
H 2.179 -3.774 0.286
H 1.253 -3.043 1.085
O 2.237 -2.982 0.838
H -1.546 3.495 -0.187
H -2.680 2.806 -0.767
O -2.402 3.045 0.092
H 0.681 2.974 0.462
H 1.039 4.342 0.894
O 0.744 3.805 0.084

Force components x, y, z for each atom (eV/Å):
-1.665 3.903 -0.016
4.088 -1.487 2.250
3.044 0.625 -0.251
-1.010 -0.891 5.441
-1.100 -2.241 -3.539
0.471 0.073 -0.336
1.080 2.735 1.920
4.629 1.086 -0.196
-0.661 -1.393 0.707
0.871 -1.751 0.809
0.725 -0.624 -1.892
-3.646 1.742 -1.737
0.534 1.118 -0.353
-0.195 2.025 -2.276
-0.952 -0.046 -0.954
1.487 0.490 2.513
-1.542 -2.592 0.209
-2.410 1.120 -0.727
0.580 -0.548 -0.992
-2.309 1.757 -0.777
-1.939 -4.979 0.216
0.891 -0.091 -1.002
-0.561 -1.297 -0.794
-0.634 1.106 2.126
-1.603 0.694 0.581
1.037 1.987 -8.021
0.644 -2.611 7.337
0.971 0.000 -0.336
1.878 0.770 0.184
-2.936 -0.871 0.251
-1.036 -0.550 1.069
-1.157 -0.659 -1.440
2.663 1.517 0.043
-0.438 -3.218 0.927
-0.644 -0.803 -1.966
0.844 3.902 1.022

No. 4
C23H23F5N5O4STi | ωB97M-V with the def2-TZVPD basis set

Results
**Spin multiplicity**: 1
**Charge**: -1
**Largest force on an atom**: 1.337 eV Å⁻¹
**HOMO-LUMO gap**: 0.259 Ha

CARTESIAN COORDINATES (ANGSTROEM)
Ti -0.379 0.300 -0.208
N 0.877 -0.083 1.630
C 0.576 0.797 2.766
C -0.898 0.701 3.160
C -1.807 1.426 2.171
O -2.441 2.409 2.509
O -1.833 0.921 0.972
H 0.771 -1.057 1.898
H 1.841 0.005 1.316
H 0.822 1.816 2.467
H 1.197 0.540 3.630
H -1.045 1.150 4.142
H -1.193 -0.351 3.212
C -1.273 3.975 -0.254
O -0.795 3.253 -1.383
C -0.001 2.155 -1.085
O 0.630 2.065 0.039
N 0.802 1.824 -2.246
N 0.952 0.407 -2.075
H -1.793 4.844 -0.654
H -0.443 4.301 0.375
H -1.957 3.375 0.346
H 0.328 2.041 -3.115
H 1.923 0.116 -2.015
H 0.484 -0.118 -2.807
C -2.542 1.009 -2.718
N -2.012 0.077 -1.747
C -2.729 -0.943 -1.413
C -2.203 -1.938 -0.554
C -2.753 -3.134 -0.090
C -1.729 -3.764 0.626
C -0.618 -2.922 0.557
N -0.897 -1.812 -0.149
C -1.850 0.897 -4.059
C -1.332 -0.309 -4.520
C -0.699 -0.381 -5.755
C -0.582 0.751 -6.547
C -1.103 1.957 -6.099
C -1.729 2.028 -4.864
H -2.403 2.022 -2.339
H -3.622 0.848 -2.852
H -3.733 -1.070 -1.826
H -3.759 -3.486 -0.258
H -1.769 -4.723 1.119
H 0.378 -3.085 0.946
H -1.411 -1.198 -3.905
H -0.289 -1.324 -6.091
H -0.079 0.698 -7.504
H -1.007 2.849 -6.705
H -2.111 2.976 -4.500
F 8.245 0.058 -0.637
C 6.978 -0.390 -0.602
C 6.072 0.127 0.305
F 6.467 1.082 1.162
C 4.773 -0.342 0.326
F 3.951 0.206 1.244
C 4.294 -1.336 -0.537
S 2.659 -1.914 -0.500
C 5.250 -1.830 -1.435
F 4.913 -2.787 -2.312
C 6.554 -1.376 -1.475
F 7.425 -1.887 -2.362

Force components x, y, z for each atom (eV/Å):
0.157 1.194 0.581
-0.256 -0.102 -0.269
0.028 -0.007 0.065
-0.015 0.095 0.021
0.089 0.048 0.291
-0.046 -0.077 0.007
0.315 -0.322 -0.450
0.019 0.015 0.001
-0.004 0.033 0.015
-0.007 -0.008 0.007
-0.006 0.006 -0.029
-0.001 0.008 -0.022
-0.007 0.000 -0.017
-0.005 0.004 0.023
0.062 -0.045 -0.026
-0.131 0.266 -0.265
-0.205 -0.686 0.112
0.171 0.025 -0.034
-0.119 -0.351 0.034
0.006 -0.003 -0.002
-0.013 -0.006 0.002
0.007 -0.002 -0.003
-0.083 -0.110 0.039
-0.012 0.021 0.004
0.091 0.000 -0.047
-0.117 0.046 0.093
0.044 -0.159 0.243
-0.004 0.100 -0.231
-0.123 -0.202 -0.084
0.086 0.011 0.038
-0.041 -0.054 -0.013
0.062 0.158 0.007
0.019 0.158 -0.096
-0.011 0.056 -0.014
-0.002 -0.019 -0.022
-0.003 -0.010 0.014
0.008 -0.008 -0.016
-0.014 0.021 0.011
0.020 -0.011 0.017
-0.033 -0.010 -0.024
0.037 -0.028 -0.037
-0.011 -0.005 0.053
-0.005 -0.007 -0.006
-0.005 -0.008 0.000
-0.008 -0.037 0.018
-0.003 0.006 0.015
0.002 -0.003 -0.003
0.002 -0.006 -0.004
0.002 0.002 -0.005
0.007 0.007 0.002
-0.005 -0.008 0.000
-0.012 -0.005 -0.009
0.009 -0.022 -0.019
0.003 0.002 0.002
0.028 -0.048 -0.041
0.029 0.001 -0.017
0.013 0.041 0.049
-0.021 -0.035 -0.019
-0.016 0.054 0.048
0.010 0.000 -0.010
0.016 0.024 0.020
0.000 0.001 0.001